No. 1
# C5H5ClFN

The molecule C5H5ClFN in a non-equilibrium geometry (ωB97M-V/def2-TZVPD, the OMol25 dataset).

```
13
Properties=species:S:1:pos:R:3:forces:R:3:mulliken_charge:R:1
C -1.245028 0.963709 0.555633 0.099 0.135 0.092 -1.25
C -0.100495 0.169947 0.025440 0.636 0.210 0.083 0.40
C -0.423349 -1.106311 -0.674556 0.162 -0.167 0.059 -0.59
Cl -0.918032 -2.330632 0.550616 -0.027 -0.041 -0.068 -0.17
C 1.175711 0.549968 0.190330 -1.352 0.287 0.104 0.54
F 1.478445 1.697808 0.835988 0.071 -0.263 -0.129 -0.28
C 2.298030 -0.165198 -0.291152 0.329 -0.021 -0.008 0.07
N 3.206455 -0.742172 -0.685117 0.270 -0.212 -0.141 -0.38
H -1.821315 1.379176 -0.271538 -0.048 0.027 -0.047 0.31
H -0.902738 1.777910 1.188264 -0.071 0.014 0.004 0.33
H -1.905163 0.313686 1.127523 -0.042 -0.016 0.043 0.34
H 0.431273 -1.521952 -1.206576 -0.143 0.037 0.001 0.37
H -1.273798 -0.985940 -1.344858 0.116 0.011 0.007 0.30
```
Forces are in eV/Å.

Output
Energy relative to the best compared isomer or geometry (same formula, charge and spin): 0.00 kJ/mol
LUMO energy: 0.1507 eV
Electronic energy: -21995.192 eV
2S+1: 1
F_max: 0.027 Eh/bohr
Orbital gap: 10.300 eV
Net charge: 0

No. 2
# C4H9NO2

The ion C4H9NO2 with charge -2 (ωB97M-V/def2-TZVPD, the OMol25 dataset).

```
16
Properties=species:S:1:pos:R:3:forces:R:3:mulliken_charge:R:1
O -1.555269 1.699475 2.592316 0.155 0.032 -0.057 -0.91
C -0.515101 0.960349 2.150313 -0.400 -0.352 0.233 -0.55
C -0.821348 0.016279 0.944994 -0.055 0.203 0.317 -0.37
C 0.432843 -0.553634 0.279436 -0.010 0.138 -0.383 -0.80
N 0.796586 0.091061 -1.002194 0.161 -0.228 0.445 -0.52
C 0.306836 -0.655500 -2.212677 0.582 -0.543 -0.218 -0.35
O 1.214281 -1.501458 -2.758587 -0.095 0.270 0.151 -0.94
H -0.139807 0.237552 2.946645 0.243 0.136 -0.091 0.13
H 0.398445 1.533980 1.845309 -0.007 0.161 -0.003 0.19
H -1.424419 0.590953 0.238796 0.069 -0.049 -0.142 0.29
H -1.453072 -0.788280 1.345253 -0.061 0.010 -0.141 0.25
H 0.331016 -1.640251 0.140112 0.058 -0.071 -0.052 0.42
H 1.273303 -0.402110 0.966003 0.037 -0.031 0.151 0.52
H 1.807957 -0.009538 -1.089198 -0.189 0.050 -0.150 0.22
H -0.009217 0.139243 -2.925693 -0.218 0.027 -0.064 0.23
H -0.602046 -1.199032 -1.863634 -0.271 0.245 0.004 0.20
```
Forces are in eV/Å.

Output
Energy relative to the best compared isomer or geometry (same formula, charge and spin): 11.51 kJ/mol
LUMO energy: 7.2198 eV
Electronic energy: -9875.231 eV
2S+1: 1
F_max: 0.016 Eh/bohr
Orbital gap: 6.585 eV
Net charge: -2

No. 3
# H18HeO9Xe

A structure of composition H18HeO9Xe in a non-equilibrium geometry (ωB97M-V/def2-TZVPD, the OMol25 dataset).

```
29
Properties=species:S:1:pos:R:3:forces:R:3:mulliken_charge:R:1
He 0.822738 -0.788742 -0.464978 0.030 0.038 -0.034 0.02
Xe 0.123118 -4.069425 -0.495152 -0.045 -0.016 -0.023 0.00
O -3.043859 -1.570386 0.103987 -0.219 -0.197 0.640 -0.68
H -2.659396 -1.407565 -0.757361 0.387 0.412 -0.862 0.38
H -3.358828 -2.473178 0.059426 -0.141 -0.225 0.117 0.33
O 1.631359 0.078027 -3.692437 0.289 -0.179 0.011 -0.65
H 1.479231 0.670468 -4.428716 -0.048 0.144 -0.177 0.32
H 1.054921 0.402234 -3.000464 -0.324 0.035 0.182 0.32
O -1.038442 -0.596008 1.779196 0.489 0.306 0.523 -0.65
H -1.712605 -1.065612 1.288074 -0.805 -0.182 -0.455 0.35
H -0.266066 -1.158781 1.724791 0.402 0.061 0.009 0.25
O 2.152166 0.371904 2.230951 -0.104 0.366 -0.114 -0.56
H 2.052832 0.640267 3.144379 -0.032 0.186 0.159 0.29
H 2.522921 -0.509288 2.278664 0.079 -0.525 -0.122 0.31
O -1.133671 2.288365 -2.031607 -1.147 -0.599 -0.923 -0.73
H -1.919146 2.491783 -1.523789 -0.254 0.244 0.070 0.30
H -0.407722 2.559155 -1.469569 0.911 0.233 0.660 0.43
O 0.822223 2.684272 -0.390175 0.402 0.285 -0.276 -0.70
H 0.535761 2.306299 0.441280 -0.242 -0.062 0.913 0.35
H 1.619993 2.203266 -0.610247 0.299 -0.089 -0.054 0.33
O 2.507366 -2.405733 1.777788 0.013 0.131 0.082 -0.64
H 3.231897 -2.794747 1.287952 0.239 -0.042 -0.202 0.30
H 2.000617 -3.154565 2.091920 -0.179 -0.177 0.149 0.29
O -1.780001 -0.503813 -2.230230 -0.194 -0.945 0.180 -0.68
H -1.565852 0.323099 -1.798256 0.351 0.790 -0.001 0.36
H -2.331284 -0.251848 -2.971055 -0.061 0.094 -0.218 0.31
O -0.446693 2.168109 2.258559 0.092 0.596 -0.150 -0.65
H -0.256199 2.331324 3.182300 0.066 0.189 0.118 0.31
H -0.637378 1.231118 2.214768 -0.253 -0.874 -0.204 0.38
```
Forces are in eV/Å.

Output
Energy relative to the best compared isomer or geometry (same formula, charge and spin): 10.04 kJ/mol
LUMO energy: 0.1931 eV
Electronic energy: -27761.711 eV
2S+1: 1
F_max: 0.031 Eh/bohr
Orbital gap: 11.258 eV
Net charge: 0

No. 4
# C10H13NS

The molecule C10H13NS in a non-equilibrium geometry (ωB97M-V/def2-TZVPD, the OMol25 dataset).

```
25
Properties=species:S:1:pos:R:3:forces:R:3:mulliken_charge:R:1
C -2.545475 1.337147 -0.053673 -0.683 -3.892 0.732 -1.55
C -1.121495 0.951815 -0.138969 3.258 2.548 1.842 0.37
C -0.035669 1.863249 -0.021131 -3.308 -3.020 -1.051 -1.16
C 1.175815 1.132122 0.042651 0.931 -2.507 0.048 0.09
N 2.487996 1.444766 -0.054920 1.101 -0.175 -0.105 -0.74
C 3.268495 0.382622 -0.147940 -2.895 0.644 0.375 0.55
C 4.698349 0.460500 0.122987 3.487 -0.948 -2.017 -0.87
S 2.295282 -1.128447 -0.151664 1.442 0.179 0.231 -0.27
C 0.907159 -0.239791 0.098028 -1.532 1.430 -0.322 -0.28
C -0.609661 -0.464261 0.025323 0.677 -0.240 -0.536 2.38
C -1.155339 -1.075181 1.319378 2.876 -2.241 1.326 -1.50
C -1.015062 -1.317445 -1.226699 -2.211 0.042 1.578 -1.50
H -2.628435 2.349303 -0.159770 -0.585 2.590 -0.949 0.46
H -3.065526 1.118402 0.943238 0.975 -0.052 -1.090 0.26
H -3.044560 0.665686 -0.805307 -0.278 1.249 0.449 0.28
H -0.130260 2.877218 -0.209672 -0.110 1.896 0.126 0.50
H 5.210641 -0.594772 -0.018900 -1.002 2.083 0.358 0.28
H 5.291888 1.194155 -0.639230 -1.597 -1.596 1.928 0.25
H 4.855886 0.780192 1.161636 0.129 0.015 -0.388 0.25
H -2.222913 -1.227566 1.315449 -0.370 0.440 0.303 0.46
H -0.651578 -0.709024 2.332450 -1.526 -0.135 -2.280 0.26
H -0.711107 -2.131412 1.248546 -0.792 1.055 0.403 0.38
H -1.121094 -2.410555 -1.078426 1.312 0.391 0.028 0.37
H -0.498031 -0.980330 -2.104344 0.178 -0.190 -0.448 0.40
H -2.112543 -1.147380 -1.311771 0.522 0.435 -0.542 0.36
```
Forces are in eV/Å.

Output
Energy relative to the best compared isomer or geometry (same formula, charge and spin): 40.35 kJ/mol
LUMO energy: 0.7001 eV
Electronic energy: -22904.351 eV
2S+1: 1
F_max: 0.089 Eh/bohr
Orbital gap: 8.264 eV
Net charge: 0

Question: What is the electronic energy in the third record?
Answer: -27761.711 eV